This record from the OMol25 dataset describes a cluster of 2 separate species, C6H11N in total. The level of theory is ωB97M-V/def2-TZVPD.

Calculated values
SMILES: C/C=C\C.C1=CN1
Frontier orbital gap (eV): 9.11
Multiplicity: 1
Net charge: 0
E (eV): -7884.2375
ΔE to the lowest compared entry with this formula, charge and spin (kJ/mol): 607.3

Each line ends with the natural charge from an NBO analysis.
Atoms and positions in Å:
H: -0.77 -1.23 -1.36  0.216
H: 1.87 0.27 0.41  0.317
C: -0.81 0.73 0.07  -0.191
N: 2.41 0.92 -0.21  -0.593
H: -1.35 0.23 -2.08  0.214
C: 0.07 -1.21 1.44  -0.666
H: -0.30 -1.48 2.48  0.227
H: -0.13 0.89 2.07  0.203
H: -0.65 1.76 -0.23  0.227
H: -2.30 -0.62 -1.06  0.226
C: 1.33 1.84 -0.78  -0.112
H: 1.21 -1.40 1.48  0.222
C: -1.29 -0.25 -1.06  -0.696
H: 1.82 0.26 -2.40  0.222
C: 1.74 0.80 -1.42  -0.057
H: -0.29 -1.98 0.70  0.221
C: -0.26 0.18 1.14  -0.229
H: 0.98 2.92 -0.67  0.249